Here is a 9-piece molecular cluster, C35H55I2NO26PS overall in a non-equilibrium geometry from the OMol25 dataset. Energies are from ωB97M-V/def2-TZVPD.

Last column: Mulliken charge in e.
Geometry (Å):
H  -3.556  0.490  5.176  0.34
H  -3.596  6.589  1.799  0.13
H  -0.604  -2.750  3.798  0.62
C  -0.082  -5.746  1.587  -0.39
H  4.640  3.101  -0.495  0.12
C  -0.473  1.232  3.510  1.25
O  -0.024  -1.694  -8.334  -0.35
I  0.495  3.576  5.245  0.29
O  -6.279  9.344  1.656  -0.49
C  3.551  -3.863  -1.690  -0.20
H  -4.130  -5.469  -6.241  0.27
H  2.893  6.374  3.148  0.28
H  -4.271  -5.767  -7.984  0.31
C  -2.062  2.086  5.493  -0.40
H  0.726  -3.511  -6.333  0.02
H  -2.657  -4.035  -8.520  0.27
C  2.948  -3.707  -0.316  0.36
H  3.333  -2.835  0.218  0.05
C  -0.122  -2.712  -2.810  0.64
C  -1.535  -4.075  1.164  0.68
H  -1.066  -6.958  0.063  0.37
C  1.357  -2.817  -6.886  0.02
H  3.821  -2.915  -2.147  0.34
H  -0.156  1.181  0.951  0.43
C  -0.489  -1.742  3.424  -1.26
C  -1.899  2.242  -0.429  -1.59
O  -1.455  -2.510  -2.841  -0.38
O  1.560  0.898  -1.174  -0.43
C  3.076  5.307  3.019  -0.14
C  -0.716  -5.944  0.228  -0.09
H  -1.945  -0.953  4.645  0.42
H  -3.485  1.184  6.817  0.47
H  0.851  -0.026  2.318  0.35
H  1.720  5.289  1.294  0.37
H  0.562  -3.656  -8.729  0.26
O  -1.574  -4.455  -6.814  -0.14
H  -2.493  2.832  -1.118  0.53
H  -2.500  -1.468  3.199  0.48
H  -2.624  0.881  3.227  0.26
H  -4.582  7.479  4.564  0.29
O  -0.299  2.372  2.707  0.39
H  -0.367  3.663  -0.256  0.43
O  -0.376  -6.317  -6.421  -0.51
O  3.390  -4.891  0.354  -0.34
C  -0.074  2.203  1.309  1.03
C  0.638  -1.012  4.134  -1.08
C  0.785  0.299  3.350  -0.18
O  -2.172  -3.068  1.318  -0.57
O  4.486  5.074  2.937  -0.38
H  -1.648  0.249  1.962  0.49
H  0.996  -5.877  1.572  0.33
C  -0.993  3.099  0.428  0.19
H  -1.910  2.682  6.380  0.88
H  -0.225  1.070  5.713  0.59
H  1.802  -2.412  -8.981  0.29
H  -3.309  -3.327  -7.030  0.33
C  -3.587  -5.492  -7.187  -0.38
P  2.451  1.004  3.700  0.21
S  3.828  -0.294  3.223  -0.40
H  -0.512  -6.395  2.349  0.30
H  1.532  -1.618  4.059  0.70
C  4.737  2.051  -0.765  -0.28
H  -2.564  1.636  0.193  0.38
C  -0.649  1.750  4.984  -1.18
H  2.360  3.697  1.753  -1.01
O  -1.716  4.041  1.199  -0.52
C  -4.387  6.670  2.548  0.19
C  4.521  -5.331  -0.272  0.56
H  -0.405  -0.569  -4.582  -0.51
H  5.684  1.900  -1.274  0.35
O  3.720  4.933  0.848  -0.41
H  -1.870  -0.725  -1.890  -0.11
H  -2.560  -0.879  -3.518  0.44
C  -1.691  -1.094  -2.903  -0.09
O  4.721  -4.649  -1.425  -0.36
O  -2.526  -6.451  -7.085  -0.36
O  1.099  -1.482  -6.421  -0.28
C  0.973  -2.727  -8.345  -0.37
H  -0.113  0.408  -3.134  0.20
O  -4.579  8.892  3.067  -0.34
H  -2.997  7.780  3.822  0.31
C  -5.545  8.571  2.168  0.61
C  4.554  1.133  0.426  -0.47
I  -3.190  3.436  4.255  0.20
O  -0.376  0.104  -7.023  -0.56
C  4.833  4.992  1.627  0.66
H  -2.641  3.760  1.209  0.31
C  0.183  -0.923  -7.245  0.67
H  2.467  1.248  5.077  0.23
O  3.627  1.683  -1.607  -0.35
H  -1.288  1.560  -1.007  0.09
O  3.133  0.927  0.428  0.36
O  0.400  -3.765  -2.600  -0.64
H  -2.247  0.096  6.280  0.43
H  2.629  4.724  3.816  -0.04
H  2.399  -3.085  -6.737  0.36
O  -0.430  -4.376  1.878  -0.26
C  2.585  4.766  1.694  1.11
O  -1.824  -5.021  0.278  -0.35
H  1.861  -3.660  -0.343  -0.11
C  -0.394  -0.579  -3.494  0.63
H  -4.608  5.679  2.941  -0.06
O  0.549  -1.571  -3.049  -0.21
O  -5.548  7.229  1.937  -0.36
C  2.675  1.145  -0.829  0.05
C  -2.912  0.898  5.947  -1.46
H  0.321  -0.841  5.160  0.27
O  5.942  4.925  1.218  -0.50
C  -1.395  -5.800  -6.742  0.55
H  4.874  1.576  1.366  0.44
H  2.573  2.254  3.079  -0.25
H  5.052  0.171  0.302  0.24
C  -1.674  0.401  3.034  -2.12
H  -0.316  -1.767  2.358  0.52
H  2.899  -4.413  -2.368  0.21
N  -1.732  -0.956  3.647  0.30
H  0.947  2.505  1.098  -1.54
O  5.219  -6.193  0.142  -0.52
C  -2.833  -4.205  -7.457  -0.37
H  -0.056  -5.656  -0.591  0.03
C  -4.062  7.685  3.626  -0.34

Properties
- Largest force on an atom: 1.40 eV/A
- E_tot: -128231.8885 eV
- Kohn-Sham gap: 8.5 eV
- Charge: +1
- E_LUMO: -2.93 eV